# 1
Here is a structure of composition C46H130Br12N24O18P6 from the OMol25 dataset. Energies are from the ωB97M-V functional and the def2-TZVPD basis.

Structure (XYZ):
```
236
Properties=species:S:1:pos:R:3:mulliken_charge:R:1
C 6.95070 -1.23909 3.53996 -0.3965
C 1.64116 1.86686 2.14579 -1.0563
N -8.62300 5.62162 -3.76472 0.2448
N -8.50554 0.68931 5.77756 0.7626
H 2.66307 0.51171 -5.39158 0.4760
C -8.45861 6.63425 -2.76191 -1.1154
H 3.82603 4.05616 -7.43337 0.3069
N -8.00344 3.34414 -5.05850 0.1803
N 4.98043 -3.92471 -2.77442 0.2570
H 8.27545 4.49974 -5.46045 0.3113
Br 6.00646 6.31797 7.35862 -0.0304
C 1.46667 -0.57332 -7.64577 -0.9448
P 1.19552 2.22443 -7.18556 0.5073
H -1.57533 7.08140 1.58239 0.2863
C 2.99563 -7.04866 -4.39813 -1.1106
H -3.84258 -12.35860 0.23630 0.4524
H 0.57542 -0.01455 -10.11457 0.3263
H -1.13565 0.90505 -7.10624 0.3334
H -4.06289 -7.82565 2.77475 0.3176
N -0.28545 6.34181 0.07902 0.9458
H 2.33191 0.89991 12.48529 0.2848
O -2.64919 -5.05289 6.54788 -0.5301
H 4.48648 6.61645 -2.77469 0.3403
C -7.83267 1.88171 -5.13267 -0.9564
C 0.98984 -0.53644 1.65312 -1.0811
H -2.33498 6.74645 0.00015 0.2820
H -7.60630 -0.39652 1.94697 0.3314
H -4.49326 5.66145 -3.71846 0.4364
H -4.16107 3.11509 8.12275 0.2646
C 3.36772 1.32367 -5.57132 -1.3167
H 3.74949 2.62861 -8.40231 0.2859
H -8.38445 1.35676 -4.35286 0.2965
O -7.49233 -1.10901 -1.07059 -0.5177
C 0.27817 2.56413 -4.60748 -1.0106
H 10.45325 4.17207 -1.57245 0.2941
Br -2.17111 6.78454 8.59176 0.0542
H -1.18369 -11.48070 -0.71626 0.2895
H -1.54035 4.06924 4.64135 0.3331
Br 3.23935 6.32556 5.65175 -0.0108
H 0.14622 -10.53491 -0.99016 0.3985
H -6.49182 3.80566 -6.35268 0.3352
O -8.30602 -0.16230 6.67420 -0.4827
C 5.51324 -2.57844 -2.86589 -1.0424
H 5.99193 -4.44393 -7.45760 0.3534
H 0.76307 -0.68088 -6.82025 0.3431
H 1.25316 -2.77041 11.25738 0.3495
H 1.31913 2.72422 2.73683 0.3342
H -1.64684 0.95994 -5.41872 0.3857
C 3.92123 2.97154 -7.38202 -1.0093
C 0.50714 -11.05632 1.52302 -1.1468
P -1.95389 -9.92733 2.02633 0.3818
C 1.65536 1.70501 12.19857 -0.6971
H -0.99043 -7.18211 1.76993 0.3350
H -1.42397 -0.73201 5.14951 0.3470
C -3.00622 -0.50823 2.80562 -1.2272
O 0.70941 6.46653 0.78312 -0.5435
N -3.04658 -11.25535 1.77098 0.2564
H -1.44650 -7.41177 0.02949 0.2495
H 5.79240 -2.39307 -3.90310 0.3071
H 7.13841 -1.96877 2.75230 0.3864
C -4.22729 2.16058 8.64487 -0.7310
H 8.32207 7.53807 -5.54656 0.3829
H 5.49797 -7.73685 -4.04341 0.4226
H -1.25480 -6.35713 4.85220 0.1907
N 1.27686 0.82236 -8.21712 0.2635
H -2.37081 -6.42987 1.08123 0.4764
H 4.80378 -7.62588 -2.39793 0.3382
N 1.19676 1.67832 10.75492 0.7102
H 4.84443 -5.70403 -7.04796 0.3150
H 6.01939 -6.37155 -2.98028 0.4011
C 8.94214 5.08390 -4.82609 -0.9572
H -8.82692 0.49215 1.05054 0.2759
C -9.87563 0.96539 5.30331 -0.6109
N 5.57511 -4.72499 -5.41021 0.2822
H -1.42494 -9.68102 -0.92594 0.2743
H 2.13395 -6.78614 -3.78437 0.2854
Br -3.28282 9.38193 6.54979 -0.0574
H -8.99244 6.32507 -1.86327 0.3435
H 1.70189 2.30722 1.15056 0.3623
C -0.82121 -10.47766 -0.49125 -0.9966
H 2.49711 -0.63362 -7.29555 0.2387
H 4.02650 4.61741 7.23560 0.3844
N 2.83492 2.34596 -6.54250 0.2245
O -0.38385 5.62149 -0.85187 -0.5098
N -2.67577 -8.55047 1.34865 0.2321
H 5.61815 5.50855 -3.65320 0.2738
H 7.23992 3.30010 -3.16275 0.2818
H -3.77142 -0.33132 3.56145 0.3801
H -4.96280 -11.26844 1.06961 0.4344
H -4.19738 3.71273 -2.58143 0.3915
H 9.71552 4.94862 -0.21960 0.2896
H 7.42184 8.00906 -4.16030 0.3351
H 1.12142 -1.29101 -8.38997 0.3585
C 5.16387 -4.69328 -6.79410 -1.0218
H -9.87979 1.12342 4.22483 0.2190
N 0.20015 1.84329 -5.87940 0.3265
Br 5.10190 -1.22488 4.24810 0.0398
H -0.05895 2.74473 5.83727 0.4753
Br 3.09417 6.24446 8.97581 -0.0055
O 9.11496 7.07372 -1.75840 -0.8356
C -1.79847 -7.35726 1.05966 -1.1225
C -1.46519 7.17080 0.50165 -0.7657
O -7.61988 1.41950 5.25775 -0.4735
Br 8.32747 -1.77400 4.99190 -0.0552
H -2.29191 3.44029 3.10564 0.3142
O -2.39999 -7.05286 7.45318 -0.5267
H -3.06940 -1.56934 2.56449 0.2933
H 0.61789 -12.08085 1.16780 0.3455
C 5.21563 -7.06229 -3.23511 -1.2383
N 8.34198 4.46522 -1.77709 0.2400
H 7.27550 -5.16456 -4.13396 0.3126
H -2.77774 2.73335 4.59092 0.3442
H 6.30600 -2.38144 -2.14420 0.2743
H 0.67594 -1.42361 2.20310 0.2317
H 5.96056 6.10960 0.15500 0.2767
H -0.14723 -5.54966 5.97740 0.2402
Br 1.47192 -2.82528 8.63996 0.0307
H 4.82716 4.97901 -2.17839 0.2839
N -1.63296 -0.20290 3.18371 0.5662
H 5.18333 7.50715 -0.62806 0.3584
H -5.39642 2.44616 -3.07061 0.2205
H -4.48039 -7.47178 1.04044 0.4009
H -8.79703 7.62185 -3.07533 0.3449
H -5.62580 3.33694 -1.60703 0.2731
H -10.77449 5.52816 -3.71195 0.3506
H 6.57697 3.27282 -1.56001 0.1476
C -1.05768 -1.10906 4.19465 -1.3474
C 7.51791 3.31161 -2.10886 -0.9679
C -0.08906 1.90888 5.13832 -0.9251
O 2.02450 1.44772 9.85140 -0.4617
H -8.14936 1.45505 -6.08438 0.3259
Br -1.18702 -2.83217 10.62996 0.0174
H 1.41816 -10.47399 1.38498 0.3428
H 7.03590 -6.09125 -5.55637 0.3807
H 4.27242 0.86760 -5.97335 0.4633
O 0.84772 3.51714 -7.84540 -0.8649
N -2.11183 -6.17390 6.67209 0.9216
C 4.08823 5.69897 7.35608 -0.3389
C 6.97478 -5.07105 -5.17748 -1.0146
P -7.85268 4.08517 -3.54429 0.4518
Br 0.98227 -5.21607 10.84269 -0.0324
H 0.69230 -0.48229 0.60591 0.3034
H -0.27415 3.49805 -4.71163 0.3229
H 3.15379 -8.12712 -4.40291 0.4182
H -7.22721 0.74559 0.48301 0.2270
H -1.42479 -2.12639 4.05912 0.3553
C -3.95323 -11.36480 0.67016 -1.2741
C -1.19100 1.53939 -6.22156 -1.2304
C -5.41918 5.31053 -4.17413 -1.0454
H 8.12935 2.43287 -1.90381 0.5031
H 5.11376 -4.08406 -0.68047 0.3786
O -1.61381 1.71261 1.34410 -0.8924
C 0.73314 -3.30198 10.46043 -0.3667
N -4.59875 2.28972 10.10415 0.8757
H -3.30166 1.58509 8.65586 0.3204
N -6.16381 4.35662 -3.32349 0.3549
C -7.53693 4.08279 -6.21463 -1.1025
H -10.23892 1.88804 5.75591 0.2775
C -3.03576 -12.39393 2.64973 -1.0559
H 9.53525 4.39051 -4.22982 0.2738
O 0.09967 2.26078 10.51926 -0.4373
H 4.64343 -1.96412 -2.63321 0.3773
H 9.59709 5.65612 -5.48313 0.3018
C 9.55713 4.15711 -0.95208 -1.0524
H -7.53165 5.15924 -6.04343 0.3942
H 2.64907 1.59121 2.45601 0.3110
H -0.39182 0.95963 5.58032 0.0864
H 4.94723 2.79567 -7.05877 0.3885
C -9.95274 5.62201 -4.42190 -1.0454
H 3.48518 -3.65047 -1.29205 0.3631
H 0.94302 1.74838 4.82660 0.2599
C 7.61362 7.15622 -4.81145 -1.1123
H 1.28343 2.80026 -4.25847 0.2352
C -1.92296 3.20199 4.10323 -1.0687
C -5.24921 3.43025 -2.62564 -0.9529
C -7.85915 -0.00166 0.96297 -0.6745
H -8.07097 3.97241 -7.15841 0.2992
C 6.09235 6.90799 -0.57529 -1.0385
N 4.15539 -6.29491 -3.86271 0.2933
N -0.89311 2.22256 3.90514 0.3591
Br -1.77937 9.95933 9.44305 -0.0208
H -7.43054 6.74870 -2.41830 0.3274
C -1.86403 8.65486 7.94048 -0.3622
H 0.77405 1.72880 12.83952 0.3143
C 5.25238 5.84626 -2.68353 -0.9887
N 6.38180 6.46036 -1.94657 0.1653
H -0.29533 2.00134 -3.87097 0.3323
H -5.01798 1.54877 8.21060 0.3049
H -10.00749 4.72389 -5.03711 0.3483
O -7.89104 -2.32409 0.69847 -0.5423
O 3.01439 -3.98806 -4.62314 -0.9042
H 2.96610 -6.83860 -5.46729 0.3130
H -10.48008 0.10651 5.59497 0.3120
N 0.67571 0.75369 2.25967 0.4441
H -2.00306 -12.73913 2.69953 0.2491
H -6.77945 1.62510 -5.01879 0.3119
H 0.33896 1.70463 -9.95143 0.3003
H 6.90779 7.59347 -0.34450 0.3447
H -3.37779 -12.05575 3.62785 0.2878
H -10.11335 6.48685 -5.06560 0.3010
H 6.63486 6.88498 -5.20714 0.2895
H -5.98874 6.23918 -4.21038 0.3454
H -4.55763 -9.12801 1.86018 0.2441
H -3.72408 -10.62719 -0.09895 0.3405
C -0.88389 -6.34676 5.87710 -0.6223
H 9.42401 3.19438 -0.45861 0.4626
H -1.64562 2.47791 -6.53874 0.3870
H 4.35023 -3.98292 -6.94063 0.2317
H 2.07831 -0.59085 1.63360 0.4052
O -8.45283 3.31711 -2.45272 -0.8718
O -1.54907 -9.82867 3.49283 -0.8748
C 4.39967 -4.20794 -1.49461 -1.0574
C -4.03741 -8.17731 1.74336 -0.9365
Br 7.19881 0.51109 2.77496 0.0183
O -5.27394 3.20994 10.50727 -0.5291
N 8.06389 6.02356 -4.03097 0.3378
O -4.16590 1.35289 10.83790 -0.5108
H 7.65257 -4.40972 -5.71723 0.3226
H -3.71244 -13.13872 2.23082 0.4466
N -7.80164 -1.26326 0.12647 0.8967
P -0.90269 1.19383 2.52726 0.3631
N -0.65884 -10.34761 0.95213 0.3001
H -3.38092 0.03551 1.93841 0.3476
H -1.44984 8.19767 0.13641 0.3040
H 4.26593 -5.28315 -1.37569 0.2657
H 0.02119 -1.12971 4.34862 0.3888
P 4.28576 -4.62159 -4.17868 0.4971
H -0.92351 8.75930 7.39953 0.3875
H 0.40573 -11.14321 2.60480 0.3540
P 8.10575 6.09740 -2.36577 0.4602
H 1.95131 1.02591 -10.18513 0.3423
H 3.64229 1.74596 -4.60468 0.2140
H -0.46286 -7.26233 6.29251 0.3259
H 2.28697 2.56132 12.43506 0.2892
C 1.00080 0.88541 -9.67046 -0.9859
H -5.24738 4.99024 -5.20174 0.2134
```

Computed properties:
calculated total energy: -1018653.2260 eV
F_max: 3.8 eV/Å
M: 2452.39 g mol⁻¹
HOMO-LUMO gap: 7.13 eV

---

# 2
Here is a structure of composition C46H30ClIN2O14S from the OMol25 dataset. Energies are from the ωB97M-V functional and the def2-TZVPD basis.

Structure (XYZ):
```
95
Properties=species:S:1:pos:R:3:mulliken_charge:R:1
C 5.12399 3.17917 3.93950 0.1612
C -2.35047 2.41433 -0.43160 -0.5528
C 3.99082 -4.73590 6.56816 0.2502
H -1.89032 1.85263 8.77484 0.4177
C 2.55457 -5.01847 6.32031 -0.4406
O 3.95038 -4.16912 0.10522 -0.5855
C -7.30269 6.86158 -3.65918 0.3624
H -4.27260 3.29590 -0.54740 0.5188
O -5.32972 5.68176 -0.28467 -0.5807
C 2.70436 -3.90023 4.14200 0.6566
O -5.50632 1.25426 -1.56442 -0.5645
H 1.57230 -0.73543 -5.82992 0.4777
O -1.80736 -2.35566 7.28096 -0.5510
H -4.17374 7.00325 -2.19288 0.4173
H 4.03920 0.05241 1.54018 0.1605
C -1.52343 -1.99216 -8.33703 0.5076
C 6.06020 2.54816 4.88734 -0.0979
O 4.53298 -5.08769 7.59285 -0.5477
C -7.35248 5.72101 -1.48688 -0.3858
H 5.78224 -3.80919 5.71348 0.4411
H 3.29673 -2.30113 1.80252 0.8217
C 1.22556 -1.13955 -4.88702 -0.5671
C 2.20454 -1.15348 -3.77285 0.2239
C -0.01269 -1.59795 -4.72543 -0.4476
C -3.49390 0.03066 -1.54357 -0.4193
N 6.71541 1.90949 5.58057 -0.3688
H 0.27384 -3.21308 -8.60351 0.4356
O 5.51373 0.86760 -0.44297 -0.5853
O -1.59688 -2.56078 -3.27418 -0.5990
H -0.73491 -1.58872 -5.52988 0.6154
C 4.31635 -0.71572 0.83156 -0.1610
C -4.32292 1.23732 -1.29887 0.3162
H 0.16656 -2.56788 -1.36360 0.4982
H -5.37914 7.72495 -4.25326 0.4028
C -0.40837 0.58078 5.87100 -0.2657
C -1.92444 -0.18076 8.17492 -0.3693
C 5.14185 -2.58740 -1.16626 -0.4475
H -3.47602 -1.00372 -8.30907 0.4261
H 2.38483 2.81900 6.49171 0.1315
H 0.91276 -4.82518 4.99546 0.4678
C -1.60152 1.10387 8.04816 -0.4249
C -2.19594 0.01960 -1.25464 -0.1097
C 1.74968 -1.70242 -2.47009 0.0199
S 3.65317 3.24194 6.34494 -0.1479
C 2.92920 2.02540 4.08409 -0.0700
H -0.77318 -4.77581 -10.24082 0.4045
C 5.53411 -1.32365 -1.30692 -0.3603
C -3.64951 2.42709 -0.71899 -0.3371
C -0.75542 -3.11549 -8.92496 -0.2860
H 5.48163 4.18157 3.72056 0.4691
C -1.52148 1.20803 -0.67697 0.3171
C 4.30730 -3.01584 -0.01452 0.1531
H -0.43573 -1.45010 5.26696 0.5303
C -1.51417 -1.18626 7.15846 0.3651
H 6.13614 -0.99196 -2.14269 0.4355
H -4.00013 -0.82769 -1.96720 0.4698
C -0.46468 -2.14570 -3.42317 0.3309
C -5.22156 6.78802 -2.35960 -0.3855
O -0.33674 1.19227 -0.41601 -0.5378
C -5.91590 6.03274 -1.28752 0.5077
C -5.86437 7.17286 -3.45856 -0.3038
C -0.72950 -0.70389 5.99448 -0.4196
I 2.63935 4.98552 3.79893 0.2288
O -3.23892 -4.54838 -11.01224 -0.5351
C 3.91742 -1.97787 0.97376 -0.4178
N 2.44970 1.00167 3.87790 -0.3464
C 4.73676 -4.00500 5.51266 -0.4908
C 3.65706 3.22293 4.51152 0.0942
C -2.72952 -3.78912 -10.21836 0.3252
O -1.01156 -1.23066 -7.53995 -0.5905
C 1.95871 -4.63082 5.19614 -0.4444
C 4.14079 -3.61740 4.38858 -0.1774
H 2.02987 -5.55220 7.10235 0.4222
Cl 5.18694 2.27178 2.41601 -0.0385
C 5.15676 -0.28708 -0.31431 0.5971
H -1.84009 3.27105 -0.00992 0.4612
H 5.40339 -3.35761 -1.88096 0.4378
O 2.15310 -3.54911 3.11870 -0.5632
C -1.31380 -3.94916 -9.79812 -0.3773
C -2.93650 -1.83017 -8.75367 -0.3690
H 4.66922 -3.08335 3.60952 0.3754
O -0.52092 2.75061 6.74424 -0.5571
H -9.04295 5.88884 -2.75259 0.4048
H 2.47634 -1.70231 -1.66871 0.2626
H 0.16909 0.96280 5.03841 0.4868
H -7.83645 5.16694 -0.69291 0.4078
C -3.49617 -2.66296 -9.62695 -0.3917
C 0.51382 -2.16402 -2.30701 -0.2034
O 3.33317 -0.73245 -3.91692 -0.5472
H -1.57747 -0.84781 -1.42465 0.4258
H -4.52554 -2.56469 -9.94681 0.4024
O -7.88664 7.21118 -4.66139 -0.5386
C -0.81878 1.58079 6.88287 0.3548
C -7.99569 6.10560 -2.58584 -0.3030
H -2.49544 -0.55595 9.01456 0.4112
```

Computed properties:
calculated total energy: -111282.2325 eV
F_max: 0.6 eV/Å
M: 1029.17 g mol⁻¹
HOMO-LUMO gap: 8.04 eV